Entry 1:
{
  "formula": "C30H20CrFN3O2S3",
  "method": "wB97M-V/def2-TZVPD",
  "homo_lumo_gap_ev": [3.998, 6.048],
  "spin_multiplicity": 5,
  "s2": 6.096,
  "total_charge": -2,
  "e_homo_ev": [0.0, -2.0],
  "species": ["Cr", "S", "C", "C", "C", "C", "C", "C", "N", "C", "C", "C", "C", "C", "C", "C", "H", "H", "H", "H", "H", "H", "H", "H", "O", "C", "O", "C", "C", "C", "C", "C", "C", "S", "H", "H", "H", "H", "F", "C", "C", "C", "C", "C", "C", "H", "H", "H", "H", "S", "C", "N", "C", "C", "C", "N", "H", "H", "H", "H"],
  "coordinates": [[0.2314, -0.2655, -0.1466], [-2.9674, -3.2047, -1.7542], [-3.8107, -1.7083, -1.5028], [-5.1651, -1.4213, -1.6749], [-5.5986, -0.1480, -1.3611], [-4.7078, 0.8186, -0.8731], [-3.3689, 0.5333, -0.6977], [-2.9231, -0.7418, -1.0315], [-1.6117, -1.1976, -0.9015], [-1.5007, -2.4454, -1.2119], [-0.2156, -3.1367, -1.0047], [-0.0568, -4.4806, -1.3489], [1.1455, -5.1024, -1.0763], [2.1508, -4.3652, -0.4450], [1.9679, -3.0318, -0.1187], [0.7755, -2.3455, -0.4065], [-5.8548, -2.1753, -2.0330], [-6.6473, 0.1007, -1.4740], [-5.0698, 1.8090, -0.6279], [-2.6769, 1.2611, -0.2958], [-0.8684, -5.0372, -1.8096], [1.3024, -6.1415, -1.3409], [3.0981, -4.8445, -0.2175], [2.7813, -2.5004, 0.3625], [1.1082, 3.5790, 1.1718], [0.4438, 2.7911, 0.5029], [0.3925, 1.5298, 0.6999], [-0.4784, 3.3248, -0.5803], [-1.0166, 4.5878, -0.3441], [-1.9410, 5.1646, -1.2006], [-2.3278, 4.4509, -2.3302], [-1.7851, 3.2045, -2.5842], [-0.8427, 2.6045, -1.7307], [-0.1802, 1.0483, -2.2306], [-0.6787, 5.1022, 0.5468], [-2.3548, 6.1437, -0.9891], [-3.0591, 4.8637, -3.0177], [-2.0878, 2.6487, -3.4643], [6.4452, 0.4136, -1.0765], [5.0922, 0.2719, -0.8750], [4.5955, 0.3209, 0.4062], [3.2177, 0.1745, 0.5827], [2.3232, -0.0227, -0.4741], [2.9029, -0.0623, -1.7473], [4.2711, 0.0842, -1.9650], [5.2656, 0.4732, 1.2440], [2.8485, 0.2190, 1.6001], [2.2732, -0.2094, -2.6183], [4.6952, 0.0618, -2.9624], [-1.1306, -0.8068, 1.9177], [-0.0263, -0.6861, 3.2898], [0.9135, 0.3172, 3.1800], [1.8174, 0.5846, 4.2003], [1.7503, -0.2099, 5.3175], [0.7888, -1.2079, 5.3799], [-0.1186, -1.4394, 4.3412], [0.8589, 0.9243, 2.3599], [2.4934, 1.4109, 4.0484], [2.4312, -0.0403, 6.1433], [0.6902, -1.8438, 6.2499]],
  "forces_ev_per_a": [[0.703, 0.068, -0.596], [-0.147, -0.093, -0.100], [-0.341, 0.036, -0.053], [0.194, -0.036, 0.002], [-0.010, 0.108, 0.060], [-0.018, -0.022, -0.035], [-0.098, 0.013, -0.002], [0.531, -0.147, 0.032], [-0.769, 0.144, 0.278], [0.754, -0.239, 0.188], [-0.594, 0.117, -0.202], [0.048, -0.055, 0.071], [0.031, 0.085, 0.035], [0.005, -0.128, -0.024], [-0.107, 0.133, -0.024], [-0.201, 0.226, -0.179], [0.000, 0.001, -0.003], [0.007, 0.008, -0.024], [-0.028, -0.013, 0.010], [0.032, -0.010, -0.041], [0.012, 0.019, -0.027], [0.010, -0.006, 0.013], [-0.013, -0.009, 0.019], [0.010, 0.017, -0.046], [-0.025, 0.002, 0.073], [-0.150, 0.049, -0.338], [-0.046, 0.205, 0.323], [0.103, -0.025, 0.191], [-0.054, 0.038, -0.050], [0.051, -0.060, 0.035], [0.016, -0.015, -0.020], [-0.007, -0.030, -0.097], [0.057, -0.126, -0.020], [0.025, 0.057, 0.014], [0.000, 0.010, -0.005], [-0.008, -0.001, -0.001], [0.003, 0.005, -0.003], [-0.004, 0.014, 0.005], [0.003, 0.010, -0.004], [0.038, -0.012, 0.002], [-0.073, -0.029, -0.037], [0.048, 0.031, 0.042], [-0.114, -0.005, 0.297], [-0.009, -0.079, -0.024], [-0.039, -0.008, 0.004], [-0.007, 0.008, 0.005], [-0.027, -0.012, 0.015], [-0.008, 0.020, 0.006], [0.000, -0.016, 0.001], [0.521, -0.431, 0.421], [-0.247, 0.296, -0.254], [0.049, 0.111, -0.088], [-0.068, -0.132, 0.105], [0.082, 0.170, -0.010], [-0.230, -0.089, -0.168], [0.162, -0.099, 0.227], [-0.056, -0.010, 0.028], [0.016, -0.008, -0.005], [0.000, -0.022, -0.003], [-0.014, -0.033, -0.020]],
  "nbo_charge": [1.084, 0.352, -0.228, -0.231, -0.231, -0.207, -0.190, 0.211, -0.491, 0.155, -0.189, -0.192, -0.258, -0.225, -0.167, -0.265, 0.203, 0.197, 0.209, 0.244, 0.190, 0.189, 0.190, 0.205, -0.692, 0.786, -0.788, -0.121, -0.182, -0.282, -0.222, -0.253, -0.133, -0.298, 0.224, 0.189, 0.188, 0.209, -0.370, 0.354, -0.307, -0.229, -0.304, -0.155, -0.329, 0.204, 0.200, 0.191, 0.200, -0.312, 0.329, -0.625, -0.082, -0.303, -0.112, -0.542, 0.451, 0.202, 0.193, 0.162]
}

Entry 2:
{
  "formula": "C3H3NO3",
  "method": "wB97M-V/def2-TZVPD",
  "homo_lumo_gap_ev": 9.137,
  "e_above_lowest_kcal_mol": 88.8,
  "e_homo_ev": -9.8,
  "smiles": "O=CC(C=O)=NO",
  "species": ["C", "C", "C", "H", "H", "H", "N", "O", "O", "O"],
  "coordinates": [[-0.1729, 0.1420, -0.0715], [-0.7791, 1.5331, 0.0937], [0.0143, -0.7660, 1.1812], [1.1943, -1.5209, -2.2507], [-0.7208, 2.2581, -0.8239], [1.0026, -1.2414, 1.0666], [0.3645, -0.0914, -1.2276], [0.8868, -1.4100, -1.3555], [-1.1871, 1.8306, 1.1965], [-0.6026, -0.7342, 2.1913]],
  "forces_ev_per_a": [[0.253, -0.273, -0.818], [0.444, 0.180, 0.541], [1.348, 1.237, -1.420], [0.079, 0.565, -0.612], [-0.239, -1.188, 1.353], [-0.154, -0.616, 0.243], [-0.311, -1.017, 0.492], [-0.831, 1.062, 1.571], [0.129, 0.344, -1.598], [-0.719, -0.295, 0.247]],
  "nbo_charge": [-0.024, 0.387, 0.393, 0.488, 0.146, 0.129, -0.047, -0.563, -0.471, -0.438]
}

Entry 3:
{
  "formula": "C2H7NO3",
  "method": "wB97M-V/def2-TZVPD",
  "homo_lumo_gap_ev": 10.206,
  "e_above_lowest_kcal_mol": 52.2,
  "e_homo_ev": -9.7,
  "smiles": "NCC(=O)O.O",
  "species": ["O", "C", "O", "C", "N", "H", "H", "H", "H", "H", "H", "H", "O"],
  "coordinates": [[-1.4583, 1.6382, -0.1769], [-1.0534, 0.4650, -0.2584], [-1.6127, -0.4990, 0.4711], [-0.3453, -0.2076, -1.3340], [1.0412, -0.2957, -0.7249], [-2.0838, -0.2152, 1.3408], [-0.8307, -1.3322, -1.4116], [-0.3046, -0.0012, -2.4688], [1.1545, -1.0043, -0.0731], [1.7847, -0.1680, -1.3746], [1.9132, 0.8627, 1.7777], [0.4807, 0.2577, 1.8835], [1.3145, 0.4996, 2.3490]],
  "forces_ev_per_a": [[2.067, -2.389, 0.142], [-4.983, 4.114, -1.060], [-0.647, -0.774, 3.626], [2.285, -4.724, -1.986], [-1.551, 1.888, -1.805], [1.148, 0.019, -2.385], [1.157, 2.630, 0.344], [-0.228, 1.068, 2.280], [0.344, -1.619, 0.973], [0.386, -0.227, -0.222], [1.949, 1.408, -2.694], [1.400, 0.571, 0.246], [-3.328, -1.965, 2.542]],
  "nbo_charge": [-0.574, 0.753, -0.702, -0.339, -0.859, 0.512, 0.202, 0.252, 0.374, 0.380, 0.472, 0.469, -0.940]
}

Entry 4:
{
  "formula": "F2HOPS",
  "method": "wB97M-V/def2-TZVPD",
  "homo_lumo_gap_ev": 10.462,
  "e_above_lowest_kcal_mol": 16.2,
  "e_homo_ev": -10.4,
  "smiles": "OP(F)(F)=S",
  "species": ["O", "F", "F", "P", "S", "H"],
  "coordinates": [[-0.4324, 0.2199, 0.4009], [-1.5607, -1.2521, 2.0406], [0.0487, 0.1917, 2.7464], [0.0025, -0.7384, 1.5163], [1.3965, -2.0301, 1.2365], [-0.7721, 1.1266, 0.3243]],
  "forces_ev_per_a": [[0.276, 0.441, -1.848], [3.029, 0.120, -1.491], [1.090, 0.503, 0.508], [-3.215, -1.554, 1.921], [-1.330, 1.133, 0.166], [0.150, -0.642, 0.743]],
  "nbo_charge": [-1.032, -0.578, -0.552, 2.065, -0.464, 0.561]
}

Entry 5:
{
  "formula": "C4H8O3",
  "method": "wB97M-V/def2-TZVPD",
  "homo_lumo_gap_ev": 10.960,
  "e_above_lowest_kcal_mol": 47.6,
  "e_homo_ev": -10.3,
  "smiles": "COC(=O)CC=O.[H][H]",
  "species": ["C", "O", "C", "O", "C", "C", "O", "H", "H", "H", "H", "H", "H", "H", "H"],
  "coordinates": [[-0.0297, -0.7226, 2.7077], [0.5055, -0.4205, 1.4181], [-0.2974, -0.7035, 0.3783], [-1.3414, -1.3013, 0.4676], [0.3649, 1.3797, -0.8872], [0.3087, -0.1419, -0.8903], [-0.2849, 2.0812, -1.6220], [-0.9698, -0.1832, 2.8502], [0.7223, -0.3838, 3.4204], [-0.2101, -1.7944, 2.8140], [1.0745, 1.8227, -0.1601], [1.3434, -0.5030, -0.9238], [-0.4021, 0.4559, -4.1979], [-0.2540, -0.4944, -1.7537], [-0.5297, 0.9091, -3.6211]],
  "forces_ev_per_a": [[-0.089, -0.052, 0.251], [-0.056, 0.098, -0.103], [-0.386, -0.098, 0.041], [0.606, 0.396, -0.062], [-0.160, 0.204, -0.095], [-0.043, -0.107, -0.237], [0.291, -0.408, 0.399], [0.123, -0.107, 0.042], [-0.140, -0.074, -0.070], [0.031, 0.133, -0.027], [-0.114, -0.041, -0.027], [-0.095, 0.040, -0.105], [-0.012, 0.006, -0.013], [0.049, 0.045, 0.131], [-0.005, -0.035, -0.125]],
  "nbo_charge": [-0.264, -0.515, 0.799, -0.570, 0.451, -0.616, -0.498, 0.196, 0.198, 0.198, 0.120, 0.251, -0.022, 0.258, 0.015]
}

Entry 6:
{
  "formula": "C33H31Ge2N5Ni",
  "method": "wB97M-V/def2-TZVPD",
  "homo_lumo_gap_ev": [6.494, 7.261],
  "spin_multiplicity": 2,
  "e_above_lowest_kcal_mol": 10.7,
  "s2": 0.956,
  "total_charge": 1,
  "e_homo_ev": [-11.1, -11.1],
  "species": ["Ni", "C", "C", "C", "C", "N", "C", "N", "C", "N", "C", "N", "C", "C", "C", "C", "C", "N", "C", "C", "C", "C", "C", "C", "H", "H", "H", "H", "H", "H", "H", "H", "H", "H", "H", "H", "C", "Ge", "C", "C", "Ge", "C", "C", "C", "C", "C", "C", "C", "C", "C", "C", "C", "C", "H", "H", "H", "H", "H", "H", "H", "H", "H", "H", "H", "H", "H", "H", "H", "H", "H", "H", "H"],
  "coordinates": [[0.0615, -0.0032, -0.1022], [-2.5617, 2.8922, -1.4746], [-3.7375, 2.7172, -0.7428], [-3.7733, 1.7806, 0.2556], [-2.6556, 0.9804, 0.5303], [-1.5099, 1.1733, -0.1649], [-1.4901, 2.1151, -1.1487], [-2.8455, 0.0089, 1.4933], [-1.9478, -0.8345, 1.8451], [-0.6468, -0.9230, 1.3996], [-0.0534, -2.0249, 1.9814], [1.1372, -2.4615, 1.8089], [2.0831, -1.8218, 1.0388], [3.3647, -2.3942, 1.0567], [4.4130, -1.7838, 0.4201], [4.1991, -0.5690, -0.2357], [2.9286, -0.0753, -0.2632], [1.8695, -0.6822, 0.3329], [-1.0293, -2.6651, 2.8958], [-0.9284, -3.7813, 3.6980], [-2.0594, -4.1499, 4.4218], [-3.2385, -3.4100, 4.3397], [-3.3202, -2.2769, 3.5330], [-2.1937, -1.9287, 2.8185], [-2.4859, 3.6176, -2.2729], [-4.6157, 3.3099, -0.9689], [-4.6612, 1.6067, 0.8478], [-0.5545, 2.2323, -1.6791], [3.4864, -3.3125, 1.6153], [5.3988, -2.2330, 0.4337], [5.0025, -0.0289, -0.7183], [2.7221, 0.8651, -0.7576], [-0.0053, -4.3454, 3.7584], [-2.0252, -5.0259, 5.0585], [-4.1033, -3.7222, 4.9127], [-4.2286, -1.6897, 3.4664], [1.0287, 0.3504, -4.1045], [0.8031, -1.5402, -3.6550], [0.0777, -2.5608, -5.1308], [2.5707, -2.2091, -3.2124], [-0.7450, -1.5436, -1.7045], [-0.8838, -3.3431, -1.0066], [-1.8054, -3.6718, -0.0002], [-1.8478, -4.9518, 0.5347], [-0.9596, -5.9202, 0.0790], [-0.0430, -5.6091, -0.9184], [0.0012, -4.3260, -1.4501], [-2.4746, -0.9765, -2.3841], [-2.5773, -0.4782, -3.6844], [-3.7968, -0.0341, -4.1810], [-4.9292, -0.0638, -3.3765], [-4.8437, -0.5467, -2.0748], [-3.6248, -0.9926, -1.5796], [1.7950, 0.4510, -4.8785], [1.3667, 0.8985, -3.2201], [0.1081, 0.8067, -4.4707], [0.8030, -2.4707, -5.9444], [-0.8878, -2.1816, -5.4646], [-0.0275, -3.6124, -4.8608], [3.1524, -2.2173, -4.1391], [2.5582, -3.2190, -2.8035], [3.0580, -1.5497, -2.5060], [-2.5056, -2.9332, 0.3729], [-2.5692, -5.1897, 1.3092], [-0.9810, -6.9179, 0.5013], [0.6444, -6.3650, -1.2791], [0.7232, -4.1022, -2.2279], [-1.7061, -0.4479, -4.3300], [-3.8608, 0.3397, -5.1965], [-5.8779, 0.2874, -3.7647], [-5.7263, -0.5776, -1.4444], [-3.5857, -1.3609, -0.5614]],
  "forces_ev_per_a": [[0.055, 0.396, 1.252], [-0.069, 0.087, -0.024], [-0.128, 0.060, 0.004], [-0.122, 0.114, 0.095], [0.272, 0.046, 0.050], [0.071, 0.035, -0.696], [0.026, -0.210, 0.312], [-0.200, 0.294, -0.210], [0.360, -0.204, 0.156], [-0.269, -0.463, 0.102], [-0.344, 0.249, 0.136], [0.355, -0.097, -0.207], [-0.071, 0.205, -0.009], [0.101, -0.103, 0.088], [0.101, -0.058, -0.017], [0.189, -0.042, 0.009], [-0.276, 0.006, 0.152], [0.025, -0.097, -0.558], [0.327, 0.038, -0.072], [0.066, -0.105, 0.121], [0.037, 0.006, -0.015], [-0.019, 0.038, -0.042], [-0.169, -0.021, 0.089], [-0.086, 0.312, -0.122], [-0.004, -0.030, 0.040], [0.039, -0.024, 0.034], [0.033, -0.011, -0.037], [0.083, -0.074, -0.034], [-0.017, 0.040, -0.052], [-0.045, 0.033, 0.041], [-0.038, -0.038, 0.021], [-0.088, 0.005, -0.091], [-0.062, 0.023, -0.035], [-0.004, 0.051, -0.020], [0.048, 0.020, -0.018], [0.055, -0.046, 0.000], [0.071, 0.080, -0.163], [0.161, 0.546, 0.541], [-0.173, -0.126, -0.107], [0.065, -0.245, -0.149], [-0.143, -0.877, -1.208], [-0.048, 0.016, 0.794], [0.057, -0.202, -0.291], [0.011, 0.044, -0.117], [0.033, 0.053, -0.054], [-0.052, -0.033, 0.040], [-0.068, -0.012, 0.025], [-0.376, 0.431, 0.478], [-0.052, -0.029, 0.053], [-0.049, -0.004, 0.002], [0.059, -0.025, 0.010], [0.098, -0.056, -0.064], [-0.051, -0.125, -0.349], [-0.066, 0.046, 0.065], [-0.005, 0.007, -0.074], [0.072, 0.023, 0.041], [-0.098, -0.067, 0.002], [0.075, -0.081, -0.023], [-0.004, 0.046, -0.064], [0.008, -0.021, 0.093], [0.060, 0.053, -0.028], [0.127, 0.078, 0.133], [0.052, -0.061, -0.066], [0.063, 0.021, -0.046], [-0.007, 0.045, -0.032], [-0.034, 0.025, 0.018], [-0.020, -0.023, 0.086], [-0.108, 0.061, 0.064], [-0.006, -0.027, 0.053], [0.040, -0.026, 0.015], [0.069, 0.013, -0.050], [0.006, 0.015, -0.069]],
  "mulliken_spin": [1.162, -0.008, -0.002, 0.003, -0.012, 0.025, 0.002, -0.001, -0.012, 0.080, 0.021, 0.001, -0.009, 0.001, -0.002, -0.011, 0.001, 0.001, -0.002, 0.000, 0.000, -0.001, 0.000, 0.011, -0.002, 0.000, 0.000, 0.012, 0.000, 0.000, 0.000, 0.013, 0.000, 0.000, 0.000, 0.000, 0.003, -0.063, -0.012, -0.005, -0.097, -0.043, -0.003, 0.008, -0.012, 0.004, -0.017, -0.021, 0.003, 0.005, -0.012, 0.007, -0.002, 0.000, -0.004, 0.003, -0.003, 0.001, 0.001, 0.000, 0.000, 0.002, -0.008, 0.000, -0.001, 0.000, 0.000, -0.001, 0.000, 0.000, 0.000, -0.002]
}